Formula: C35H25EuN8O3S2
Source: the Open Molecules 2025 dataset
Level of theory: ωB97M-V/def2-TZVPD

Each line ends with the Mulliken spin population.
CARTESIAN COORDINATES (ANGSTROEM)
Eu: 0.20 0.16 1.01  6.920
C: 1.36 -4.19 -0.41  -0.007
C: 0.79 3.92 1.37  -0.004
C: -0.75 2.42 -1.70  -0.008
H: 0.33 -3.39 2.55  0.000
H: -0.06 -1.54 -2.02  -0.004
H: 3.27 -1.77 1.54  -0.004
H: -5.34 2.68 1.95  0.000
C: 1.53 5.92 0.23  0.000
C: 0.53 5.19 0.87  -0.001
C: -4.06 1.21 1.08  0.000
C: 4.19 -1.24 -1.68  -0.001
O: -0.02 1.95 2.39  0.011
C: 0.61 -3.03 -0.61  -0.012
H: 3.57 5.94 -0.39  0.000
H: -1.27 4.02 -3.03  0.000
C: 0.64 3.17 -3.51  0.001
C: 4.86 -2.79 0.49  0.002
C: -3.13 0.21 1.32  0.004
C: -4.64 1.87 2.15  0.000
N: -1.55 3.53 1.95  -0.001
C: 0.50 -2.45 -1.88  0.013
C: 3.48 -1.11 -0.49  0.010
C: 2.05 -4.81 -1.45  0.000
C: 0.50 -3.45 1.48  0.001
H: 1.74 -5.16 1.47  0.000
H: -2.05 -0.89 2.81  -0.013
H: 1.29 6.90 -0.16  0.000
N: 2.88 0.76 4.36  0.000
N: 1.97 2.91 5.21  0.000
O: -2.73 4.67 0.08  0.000
C: 2.37 0.42 -1.67  -0.005
H: 0.82 3.84 -4.35  0.000
C: 0.18 1.45 -1.28  0.017
C: 3.82 -1.89 0.62  -0.006
C: 1.60 2.24 -3.15  0.001
C: 5.24 -2.15 -1.81  0.000
H: 2.65 -5.69 -1.29  0.000
C: 1.36 1.42 -2.05  -0.002
C: 1.17 -3.07 -2.91  0.004
H: 6.38 -3.64 -0.78  0.000
O: -0.68 5.80 1.01  0.000
H: -1.67 2.57 -1.14  -0.003
C: 2.79 5.37 0.10  0.000
C: -0.53 3.27 -2.77  -0.002
C: -3.39 0.54 3.69  0.007
H: -2.54 -1.45 0.28  0.002
H: -4.30 1.49 0.07  0.000
H: 1.13 -2.64 -3.91  0.000
C: -2.79 -0.11 2.63  0.008
H: 5.79 -2.24 -2.74  0.000
H: 4.07 3.69 0.52  0.000
C: 3.07 4.11 0.61  0.004
N: 1.27 -4.44 0.94  0.000
C: 5.56 -2.92 -0.71  0.000
H: -4.76 2.08 4.28  0.000
N: 1.59 -0.76 2.92  0.012
N: -2.43 -0.44 0.26  0.010
C: 2.33 1.90 4.78  0.001
H: -2.68 -0.07 -0.65  0.002
C: 2.07 3.40 1.24  0.019
C: -4.32 1.54 3.46  0.000
H: -3.09 0.30 4.70  0.000
H: 2.28 2.42 1.66  -0.012
C: 1.94 -4.23 -2.70  0.000
H: 2.46 -4.68 -3.53  0.000
H: 2.53 2.19 -3.71  0.000
C: -0.31 3.10 1.96  0.004
S: -2.10 4.92 1.38  0.001
H: 5.14 -3.40 1.34  0.000
C: 2.16 0.01 3.60  0.003
S: 3.53 -0.15 -2.86  0.000
N: 0.09 -2.59 0.60  0.020
N: 2.46 -0.17 -0.51  0.008

<S²>: 15.7596
DFT total energy in a.u.: -3519.414935
2S+1: 8
LUMO (alpha / beta) in hartree: 0.07524 / 0.07522
Total charge: -1
Kohn-Sham gap (alpha / beta) in eV: 5.8005 / 7.1412
Energy above the lowest of the compared OMol25 structures with the same formula, charge and spin in kcal per mole: 0.27

=====

Formula: C35H26BrF4N3O2PS2Sc
Source: the Open Molecules 2025 dataset
Level of theory: ωB97M-V/def2-TZVPD

Each line ends with the Mulliken charge.
CARTESIAN COORDINATES (ANGSTROEM)
C: 5.18 -0.36 -1.19  -0.725
C: -3.36 -1.32 2.27  0.028
H: 0.21 -1.18 -5.51  0.331
H: 6.14 0.07 -0.98  0.426
H: 1.57 0.54 -5.43  0.362
C: 1.64 0.89 1.61  1.074
H: 3.59 -2.29 -3.48  0.442
C: 2.69 -1.48 -1.72  -0.495
C: -5.19 -2.57 3.25  -0.797
N: -3.74 0.09 0.36  -1.196
C: 3.75 -1.70 -2.59  -0.566
H: 2.13 1.90 -4.46  0.429
C: 2.58 -2.06 2.50  0.123
C: -2.89 -0.41 1.21  1.080
C: 2.11 2.12 1.14  -0.733
C: -3.41 3.57 -2.91  -0.841
H: 0.76 1.86 4.74  0.474
C: -2.67 4.67 -3.33  -0.283
O: -1.22 -1.44 3.40  -0.550
H: -1.03 -0.84 2.65  0.279
C: 2.77 -3.15 3.33  0.301
C: 2.88 -0.71 -0.58  1.096
C: -2.91 2.82 -1.87  1.060
C: -4.33 -3.04 4.24  -0.340
O: -1.60 -0.11 1.20  0.011
Br: -0.58 -3.30 0.12  -0.063
C: -1.03 4.11 -1.70  -0.226
C: 0.93 -4.22 2.26  0.294
F: 3.75 -3.17 4.23  -0.315
N: -1.73 3.06 -1.28  0.069
C: -0.37 -0.20 -3.66  0.737
H: -5.35 -1.35 1.50  0.459
H: -3.03 5.29 -4.15  0.437
C: 0.52 0.80 -3.55  0.681
H: -4.72 1.52 -1.55  0.382
S: 0.94 1.61 -2.02  -0.329
Sc: -0.93 0.77 -0.51  -0.412
F: 0.16 -5.30 2.16  -0.360
C: 1.16 0.82 2.92  -0.679
C: -3.69 1.70 -1.27  -0.729
C: 4.99 -1.14 -2.33  -0.603
H: -4.35 3.31 -3.37  0.404
H: 0.79 -0.12 3.32  0.039
C: -1.48 4.96 -2.70  -0.760
H: 1.70 -1.87 -1.96  0.249
C: 1.56 -1.99 1.56  0.119
C: 4.12 -0.15 -0.31  -0.141
C: 1.14 1.94 3.73  -0.769
C: -4.71 -1.72 2.29  -0.528
H: 4.28 0.45 0.58  0.379
P: 1.40 -0.52 0.46  0.855
C: -2.51 -1.79 3.29  0.065
N: -3.08 1.03 -0.40  0.773
F: 3.44 -1.04 2.67  -0.404
H: 2.50 2.21 0.13  0.514
C: 1.61 3.16 3.26  -0.672
H: -1.15 -0.09 -5.68  0.291
C: 2.09 3.25 1.96  -0.809
H: 2.47 4.19 1.58  0.487
C: -0.69 -0.82 -5.01  -1.643
C: 0.75 -3.12 1.44  0.082
H: -0.08 4.27 -1.22  0.472
H: 0.61 2.01 -5.35  0.280
C: 1.25 1.34 -4.76  -1.742
H: -0.88 5.81 -2.98  0.402
H: 5.82 -1.30 -3.01  0.399
H: -4.70 -3.71 5.01  0.393
H: -6.23 -2.88 3.24  0.410
S: -1.26 -0.90 -2.28  -0.392
C: 1.93 -4.23 3.21  0.582
C: -3.01 -2.65 4.27  -0.645
F: 2.09 -5.29 4.00  -0.309
H: 1.60 4.04 3.89  0.408
H: -2.33 -2.99 5.03  0.445
H: -1.37 -1.65 -4.90  0.431

DFT total energy in a.u.: -6536.141687
2S+1: 1
LUMO in hartree: -0.03308
Kohn-Sham gap in eV: 5.7718
Energy above the lowest of the compared OMol25 structures with the same formula, charge and spin in kcal per mole: 26.19

=====

Formula: C35H26BrKN7OS
Source: the Open Molecules 2025 dataset
Level of theory: ωB97M-V/def2-TZVPD

Each line ends with the Mulliken charge.
CARTESIAN COORDINATES (ANGSTROEM)
N: 0.70 -1.04 -1.64  0.955
C: 6.55 -0.32 5.17  0.600
H: 3.66 -1.65 -3.07  0.471
C: -3.64 -1.00 0.75  0.632
H: 1.85 3.22 -0.21  0.610
C: 6.61 -1.03 3.97  -0.940
H: -2.37 -4.36 -4.25  0.376
C: 2.50 -2.33 3.20  -0.850
C: -5.51 -1.04 2.28  -0.076
H: 3.18 -2.47 4.02  0.465
H: 2.52 -0.20 -1.38  0.531
K: -0.12 0.32 0.34  0.914
N: 1.45 -1.35 1.42  0.275
S: -1.46 2.58 -2.98  -0.356
C: -4.82 -1.60 1.24  -0.795
C: 1.47 -3.14 2.82  -1.141
C: 4.43 -0.20 3.37  -0.869
C: -3.92 0.72 2.46  -0.712
C: -0.35 -3.72 -3.95  -0.879
N: 1.18 3.02 -3.02  -0.168
H: 2.94 1.93 -2.59  0.095
H: -3.29 -2.75 -0.39  0.386
O: -2.18 0.87 0.90  -0.812
H: -3.54 1.62 2.93  0.411
H: 5.37 0.98 6.41  0.435
H: 2.19 1.66 -5.49  0.342
C: 2.52 2.70 0.45  -0.830
C: -1.70 -3.71 -3.70  -0.805
C: -0.05 -1.96 -2.27  -0.521
C: 1.97 -0.95 -1.92  -0.500
H: 2.37 0.36 -4.28  0.025
N: 2.25 1.47 0.83  0.623
H: 1.17 -4.08 3.25  0.442
H: 0.08 -4.40 -4.68  0.383
C: -2.94 -1.72 -0.24  -0.210
C: -1.44 -2.05 -1.93  0.122
C: 4.38 0.50 4.57  0.016
H: 2.31 -3.35 -4.28  0.382
C: 7.61 -0.40 6.10  0.016
C: 4.17 2.19 1.84  -0.777
H: 1.14 3.58 -2.18  0.314
H: -5.59 0.52 3.77  0.396
C: -3.17 0.25 1.32  0.258
C: 2.42 2.40 -3.44  -0.249
C: 1.86 -2.71 -3.53  -0.705
C: 2.47 -1.20 2.32  -0.207
C: 5.42 0.44 5.47  -0.887
C: 3.70 3.20 1.04  -1.104
C: 5.56 -0.97 3.08  0.117
H: -3.31 -2.88 -2.55  0.615
C: 0.87 -2.49 1.71  -0.444
C: 0.10 2.29 -3.39  -0.103
H: 4.12 4.18 0.90  0.449
H: 5.06 2.19 2.44  0.491
H: -5.18 -2.50 0.76  0.422
C: 1.94 1.35 -4.46  -0.265
C: 3.25 1.11 1.70  -0.158
N: -1.94 -1.29 -0.92  0.018
H: -0.11 0.65 -4.64  0.185
C: -5.05 0.12 2.92  -0.380
C: -2.24 -2.88 -2.72  -0.324
H: 3.50 1.10 4.79  0.503
H: 5.59 -1.51 2.15  0.494
N: 8.47 -0.46 6.85  -0.579
N: 0.51 1.34 -4.26  -0.064
C: 2.61 -1.77 -2.87  -1.186
H: 7.49 -1.62 3.74  0.432
Br: -7.15 -1.83 2.88  -0.286
H: 3.08 3.14 -3.89  0.342
C: 0.49 -2.83 -3.26  0.850
H: 0.04 -2.85 1.12  0.471
C: 3.32 -0.10 2.40  1.323

DFT total energy in a.u.: -5380.132381
2S+1: 1
LUMO in hartree: 0.07376
Total charge: -1
Kohn-Sham gap in eV: 6.5148
Energy above the lowest of the compared OMol25 structures with the same formula, charge and spin in kcal per mole: 20.07

=====

Question: DFT total energy of number 3 (C35H26BrKN7OS)?
Answer: -5380.132381 a.u.

=====

Question: What is the formula in the third record?
Answer: C35H26BrKN7OS